Record 1
Here is an isolated molecule of C6H8 from OMol25. Energies are from ωB97M-V/def2-TZVPD.

**LUMO energy**: 1.1 eV
**Structure (SMILES)**: C=C1CC=C1C
**E_HOMO**: -8.977 eV
**ΔE to the lowest compared entry with this formula, charge and spin**: 220.0 kJ/mol

```
14
Properties=species:S:1:pos:R:3:forces:R:3
C 1.661 1.147 -0.703 -0.8976 -0.3376 -0.0362
C -1.815 0.777 0.059 -2.1214 1.4241 0.2260
C -0.353 -1.226 0.777 -0.5211 -1.2936 2.2728
C -0.676 -0.034 0.381 3.6331 2.7622 -1.8167
C 1.029 -1.282 0.302 1.3172 -1.0626 -2.6026
C 0.891 0.188 -0.199 -1.9874 -1.4665 1.8125
H 1.050 2.019 -0.972 0.9885 0.1560 0.0138
H -1.907 0.564 -0.986 -0.5530 0.2452 -0.9800
H 0.922 -1.936 -0.632 0.8664 0.5608 0.9266
H 1.894 -1.656 0.876 -0.4766 0.4104 0.0406
H -0.913 -1.956 1.337 -0.2026 -0.2362 -0.0853
H -1.766 1.913 0.142 0.3927 -1.5467 0.2269
H -2.767 0.437 0.525 0.6486 0.2128 -0.1119
H 2.750 1.044 -0.906 -1.0868 0.1718 0.1133
```
Forces are in eV/Å.



Record 2
Here is an isolated molecule of C6H8BNO2 from OMol25. Energies are from ωB97M-V/def2-TZVPD.

**LUMO energy**: 0.3 eV
**Structure (SMILES)**: Nc1cccc(B(O)O)c1
**E_HOMO**: -8.052 eV
**ΔE to the lowest compared entry with this formula, charge and spin**: 71.9 kJ/mol

```
18
Properties=species:S:1:pos:R:3:forces:R:3
O -1.413 1.931 -2.052 0.7585 -0.1961 0.6936
O 0.399 0.701 -3.061 -0.6693 -0.3006 -0.8944
N -1.360 -1.813 1.842 -0.3876 0.3023 1.5005
C 0.932 -0.879 1.807 -2.9226 -0.1077 -1.1837
C -0.398 -0.918 1.326 -0.0323 -1.0023 -0.2905
C 1.825 -0.150 1.104 2.7842 1.3890 1.3444
C 0.177 0.593 -0.464 0.3611 0.0494 -1.2607
C -0.735 -0.269 0.143 0.5555 0.6122 -0.2063
C 1.484 0.686 0.035 -0.7419 -0.7526 -0.2537
B -0.249 1.150 -1.925 -0.9984 0.1857 -0.3017
H -1.279 -1.964 2.858 0.3923 -0.0765 -0.7217
H -0.137 0.631 -3.908 0.9482 0.5338 1.7839
H -2.286 -1.410 1.752 -0.0330 -0.1572 -0.3618
H 2.159 1.284 -0.550 0.5976 0.0631 0.3223
H 1.209 -1.471 2.634 0.2969 -0.5064 0.8555
H 2.818 -0.193 1.664 -0.8194 0.5357 -1.6264
H -1.503 2.556 -2.781 0.1895 -0.5033 -0.0614
H -1.642 -0.465 -0.423 -0.2793 -0.0685 0.6622
```
Forces are in eV/Å.



Record 3
Here is a structure of composition C6H8BiOP from OMol25. Energies are from ωB97M-V/def2-TZVPD.

**LUMO energy (alpha / beta)**: 0.2 / 0.4 eV
**E_HOMO (alpha / beta)**: -4.793 / -5.222 eV

```
17
Properties=species:S:1:pos:R:3:forces:R:3
Bi -0.114 -1.560 0.025 2.9817 -1.4971 0.7664
P 2.569 0.852 -0.334 0.6207 0.8128 -0.9479
O 2.567 -0.168 2.977 -0.8026 -0.2053 -1.2292
C -0.621 0.516 -1.028 -1.0678 -1.2130 -1.0782
C -2.135 -0.496 0.756 -2.2987 -0.0358 0.5364
C -2.325 -1.104 -0.529 -1.1742 -0.9007 -0.4526
C -1.559 -0.427 -1.554 -0.6809 0.4918 -0.3770
C 1.962 -0.471 2.060 0.9133 -0.1385 1.8630
C -1.080 0.446 0.877 -0.6835 -1.6125 0.4804
H -3.091 -1.941 -0.741 1.3817 1.6702 0.3944
H 3.985 0.683 -0.364 -0.1489 0.0224 0.1330
H -0.976 0.765 1.939 0.1697 0.6119 -0.7232
H 2.596 1.513 -1.602 -0.1016 -0.2921 0.1206
H -2.756 -0.951 1.582 0.7440 1.0444 -0.6863
H 2.661 2.117 0.301 -0.0042 -0.1225 0.2179
H -1.629 -0.842 -2.589 0.0201 1.0184 0.7357
H -0.054 1.068 -1.776 0.1314 0.3455 0.2466
```
Forces are in eV/Å.



Record 4
Here is a cluster of 5 separate species, C6H8Br2Cl12 in total from OMol25. Energies are from ωB97M-V/def2-TZVPD.

**LUMO energy**: 0.3 eV
**Structure (SMILES)**: ClC(Cl)Cl.ClC(Cl)Cl.ClC(Cl)Cl.ClC(Cl)Cl.BrCCBr
**E_HOMO**: -10.492 eV
**ΔE to the lowest compared entry with this formula, charge and spin**: 22.0 kJ/mol

```
28
Properties=species:S:1:pos:R:3:forces:R:3
Br 0.929 3.658 -1.798 -0.6225 0.0156 0.1468
Br -1.920 0.020 -1.253 0.2159 0.3624 -0.1906
Cl -2.942 -4.828 -0.610 0.3458 0.2193 0.2706
Cl -4.325 3.405 2.742 0.2627 -0.0546 0.2536
Cl -2.971 2.224 5.103 -0.2018 0.0795 -0.4120
Cl 3.530 1.563 -2.485 0.3087 -0.5023 0.3750
Cl 1.278 -2.169 0.742 0.0508 0.1505 -0.3192
Cl 1.748 0.726 0.934 -0.4129 -0.3899 0.2511
Cl 1.013 -0.892 3.271 -0.3964 0.4319 -0.3337
Cl -0.553 -6.428 -0.868 0.1016 0.6600 0.2294
Cl 5.079 -0.926 -2.298 -0.1825 0.1797 0.1157
Cl 6.095 1.526 -1.108 -0.0559 -0.0335 -0.0806
Cl -0.978 -4.122 -2.594 0.1486 -0.0061 0.1823
Cl -2.440 1.199 2.413 -0.1926 0.1990 0.1878
C 0.774 -0.656 1.530 0.8243 -0.4680 0.0593
C -1.197 -4.764 -0.948 -0.5706 -0.5160 -0.9993
C -0.529 2.515 -1.165 0.0427 -0.1246 1.0883
C -0.377 1.165 -1.794 -0.8450 -0.4781 -0.3702
C 4.639 0.586 -1.490 0.3679 0.2791 -0.2382
C -3.649 1.950 3.491 0.0736 -0.1260 -0.2445
H -0.402 1.302 -2.873 -0.1071 -0.4611 -0.0128
H -0.473 2.491 -0.077 0.3930 -0.1112 -0.0550
H 0.426 0.505 -1.497 0.5055 0.5981 0.0368
H -1.521 2.927 -1.343 0.2670 0.2910 -0.6414
H -0.691 -4.070 -0.292 -0.0176 -0.2972 0.3327
H 4.191 0.360 -0.532 -0.3066 -0.1002 -0.1673
H -4.473 1.254 3.564 0.0791 -0.0948 0.1839
H -0.260 -0.521 1.236 -0.0758 0.2977 0.3514
```
Forces are in eV/Å.



Record 5
Here is an isolated molecule of C6H8Br2O2 from OMol25. Energies are from ωB97M-V/def2-TZVPD.

**LUMO energy**: 0.7 eV
**Structure (SMILES)**: C=C(Br)C1(CBr)OCCO1
**E_HOMO**: -9.344 eV
**ΔE to the lowest compared entry with this formula, charge and spin**: 90.7 kJ/mol

```
18
Properties=species:S:1:pos:R:3:forces:R:3
Br -2.677 -1.939 -0.139 -0.7495 -0.5811 0.2460
Br -1.969 2.030 -0.241 -0.8819 0.3018 0.2186
O 0.611 -0.971 0.298 1.0522 0.0860 1.1823
O 0.266 0.638 -1.262 1.1759 -0.2135 -0.1061
C -1.218 -1.308 -1.103 2.8936 0.0457 -2.4332
C 1.526 0.951 -0.664 2.2441 0.5470 -1.1710
C 1.867 -0.296 0.203 -0.3699 1.2348 -1.0496
C -1.174 0.490 1.961 0.0518 -0.6510 1.6553
C -0.334 -0.258 -0.395 -3.2053 -0.4736 1.8574
C -1.255 0.523 0.661 2.3470 0.6248 -2.2005
H -1.455 -0.921 -2.089 -0.9295 0.4037 0.1304
H 1.569 1.919 -0.088 -0.8029 -0.9930 -0.3173
H -0.493 -2.113 -1.436 -0.9769 0.3982 0.9830
H -0.656 -0.326 2.542 -0.5891 1.0186 -0.9132
H 2.277 0.231 1.115 -0.1714 -1.8751 -0.3649
H 2.423 -1.042 -0.404 0.7690 0.8819 1.0573
H 2.389 1.105 -1.443 -1.9598 -0.4147 0.9073
H -1.697 1.286 2.485 0.1024 -0.3404 0.3182
```
Forces are in eV/Å.



Record 6
Here is a cluster of 2 separate species, C6H8Br2O2 in total from OMol25. Energies are from ωB97M-V/def2-TZVPD.

**LUMO energy**: 0.4 eV
**Structure (SMILES)**: OC=C(Br)Br.C=C/C=C\O
**E_HOMO**: -8.295 eV
**ΔE to the lowest compared entry with this formula, charge and spin**: 183.4 kJ/mol

```
18
Properties=species:S:1:pos:R:3:forces:R:3
Br 3.105 -1.356 0.225 0.0946 -0.0359 -0.1607
Br 3.604 1.873 0.063 -0.7386 -1.4421 -0.6980
O 2.075 -0.811 -2.684 -1.1323 1.1565 -3.7019
O 1.056 -0.025 2.321 -1.1005 0.8070 -0.8905
C 2.465 0.252 -2.041 0.9835 0.3172 3.5229
C 2.871 0.204 -0.775 1.2808 1.2266 1.0836
C 0.489 0.944 1.477 1.8221 -0.2172 2.7920
C -0.490 -0.591 -0.217 0.0358 -1.1194 1.0827
C -0.446 -1.822 0.348 -0.5057 1.0561 0.6137
C -0.076 0.731 0.343 -2.4707 -0.9714 -4.1395
H -0.379 1.585 -0.358 0.5485 -1.0317 1.6095
H -1.062 -0.624 -1.136 0.4696 0.5790 -0.4151
H 2.479 1.293 -2.324 -0.5473 -0.2671 -1.7128
H 0.603 1.938 1.830 0.3047 0.7938 0.2755
H -0.892 -2.656 -0.131 -0.4238 -0.4829 -1.0516
H 1.335 0.444 3.110 0.1060 -0.0654 0.1319
H -0.270 -2.123 1.373 0.9215 0.7379 0.1269
H 2.092 -1.657 -2.289 0.3519 -1.0410 1.5312
```
Forces are in eV/Å.



Record 7
Here is an isolated molecule of C6H8BrClO from OMol25. Energies are from ωB97M-V/def2-TZVPD.

**LUMO energy**: 0.4 eV
**Structure (SMILES)**: C=C(Cl)CCCC(=O)Br
**E_HOMO**: -9.541 eV
**ΔE to the lowest compared entry with this formula, charge and spin**: 0.0 kJ/mol

```
17
Properties=species:S:1:pos:R:3:forces:R:3
Br 3.341 0.770 -0.503 0.1835 0.1279 0.2527
Cl -0.078 2.519 -0.063 -0.1431 0.1554 -0.1739
O 2.741 1.402 2.160 -0.1646 -1.3610 -2.1939
C -0.172 0.953 -0.845 -0.0282 0.6430 -0.5386
C 2.523 0.618 1.261 0.1460 1.4060 2.1779
C 0.165 0.845 -2.127 -0.4260 0.6854 1.9420
C -0.636 -0.113 0.043 -2.3278 -0.9441 1.9173
C 0.086 -0.180 1.426 0.1066 -0.9590 0.4773
C 1.594 -0.544 1.411 -0.4498 -0.4982 1.3872
H 0.223 -0.158 -2.470 0.0193 -0.3950 -1.0446
H -0.634 -1.093 -0.517 0.0754 0.9109 0.7103
H 1.743 -1.274 0.673 0.4869 -0.9531 -1.1709
H 0.081 0.858 1.889 -0.8900 -1.6451 0.0774
H -0.371 -1.117 1.999 0.4567 2.6133 -0.7590
H -1.785 0.087 0.403 2.5374 -0.3799 -1.2781
H 0.383 1.783 -2.599 0.3976 -0.2751 -0.8411
H 1.810 -1.053 2.399 0.0199 0.8686 -0.9420
```
Forces are in eV/Å.



Record 8
Here is a cluster of 2 separate species, C6H8BrN3 in total from OMol25. Energies are from ωB97M-V/def2-TZVPD.

**LUMO energy**: 0.4 eV
**E_HOMO**: -7.781 eV
**ΔE to the lowest compared entry with this formula, charge and spin**: 410.6 kJ/mol

```
18
Properties=species:S:1:pos:R:3:forces:R:3
Br -2.285 1.971 -1.345 -0.6359 -0.4154 0.2376
N 0.924 0.836 -1.749 -0.5570 -0.0691 1.1370
N -2.013 -1.012 -0.962 -3.0209 -1.7123 0.9653
N 0.403 0.024 -2.336 0.7210 0.2399 -0.2694
C 1.686 1.527 0.469 0.4213 -1.0070 1.0071
C -1.438 -1.403 0.291 -3.0683 0.6076 -0.6840
C 1.472 0.474 1.260 1.2459 0.9577 1.7770
C 0.954 -0.835 0.962 1.0266 -0.0052 0.8871
C 1.394 1.701 -0.892 -0.3209 1.0000 -1.6284
C -0.284 -1.035 0.654 2.4488 -0.7426 0.1679
H 1.736 -1.568 1.263 -0.9924 -0.3162 -0.9058
H 1.429 2.734 -1.175 -0.0464 0.0373 -0.9820
H 1.933 0.531 2.267 -0.2715 0.1005 -0.5813
H -2.870 -1.571 -1.154 0.7735 0.3876 0.3522
H -1.436 -1.201 -1.718 1.5770 0.1136 -1.7333
H 2.268 2.351 0.870 -0.3099 0.0153 0.1295
H -2.195 -1.703 0.993 -0.1215 -0.0852 0.4437
H -2.642 0.477 -1.033 1.1305 0.8934 -0.3202
```
Forces are in eV/Å.



Record 9
Here is an isolated molecule of C6H8BrNS from OMol25. Energies are from ωB97M-V/def2-TZVPD.

**LUMO energy (alpha / beta)**: -0.3 / -0.4 eV
**E_HOMO (alpha / beta)**: -7.865 / -7.744 eV
**ΔE to the lowest compared entry with this formula, charge and spin**: 397.0 kJ/mol

```
17
Properties=species:S:1:pos:R:3:forces:R:3
Br -2.221 -2.088 -0.554 0.0828 0.0324 0.1211
S -1.154 0.266 1.266 -0.0225 -0.6004 -1.1217
N 0.529 -1.983 -2.951 -0.2551 -0.2332 -1.6105
C 0.428 -1.988 0.576 0.1344 0.8853 3.1957
C -2.124 1.079 -0.063 4.6213 3.4450 -0.7765
C 1.795 0.075 -0.494 -3.6125 -2.5534 5.1717
C -0.866 -1.292 0.483 0.3715 2.0393 -1.2234
C 0.747 -1.583 -1.902 -0.4059 -1.0416 1.1120
C 0.998 -1.234 -0.577 -0.7318 1.1508 0.5440
H 1.118 0.689 0.166 0.7792 0.2940 -0.7705
H 0.822 -1.678 1.672 -0.0638 -1.1705 -2.6496
H 2.627 -0.156 0.108 1.5969 0.2336 0.2787
H 1.896 0.400 -1.424 0.9906 1.8740 -3.6493
H -1.932 2.244 -0.098 -0.8601 -2.1977 0.9581
H 0.140 -3.017 0.463 1.0995 -0.7470 0.0053
H -1.717 0.876 -1.057 0.0353 -0.7672 0.2394
H -3.066 0.763 0.023 -3.7598 -0.6434 0.1754
```
Forces are in eV/Å.



Record 10
Here is an isolated molecule of C6H8BrNS from OMol25. Energies are from ωB97M-V/def2-TZVPD.

**LUMO energy**: -0.1 eV
**Structure (SMILES)**: Br[C@@]1(C2CC2)CSC=N1
**E_HOMO**: -9.165 eV
**ΔE to the lowest compared entry with this formula, charge and spin**: 214.4 kJ/mol

```
17
Properties=species:S:1:pos:R:3:forces:R:3
Br -2.441 0.808 -0.243 0.8566 -0.7721 0.3494
S -1.402 -2.785 0.329 0.1072 -0.0269 0.0622
N -0.249 -0.904 -1.058 -0.5990 -1.4450 -0.4405
C 1.668 0.997 -0.452 -2.1006 1.0938 2.0771
C -0.539 -0.288 0.172 -0.1944 1.5469 -0.6083
C 0.548 2.048 -0.283 -0.3916 -2.7487 -3.4162
C 0.499 0.774 0.556 -1.1503 0.4831 -1.9102
C -0.664 -2.138 -1.105 0.8337 2.6718 0.8647
C -0.878 -1.292 1.238 1.3454 -0.3839 -1.7354
H 0.118 -1.433 1.689 -0.7628 -0.4117 0.6946
H -0.457 -2.636 -2.018 -0.2741 -0.9952 -0.5158
H 0.638 1.003 1.612 0.0707 -0.5155 -0.2147
H 2.465 1.278 0.140 2.3116 0.1466 0.5325
H -0.032 2.165 -1.255 0.2012 -0.5618 1.7222
H 1.794 0.327 -1.285 -0.2533 0.3110 -0.1188
H 0.617 2.961 0.202 0.8449 1.4122 0.9619
H -1.683 -0.886 1.761 -0.8452 0.1955 1.6954
```
Forces are in eV/Å.



| no. | largest force on an atom (eV/Å) |
| --- | --- |
| 1 | 4.91 |
| 2 | 3.39 |
| 3 | 3.42 |
| 4 | 1.26 |
| 5 | 3.78 |
| 6 | 4.92 |
| 7 | 3.16 |
| 8 | 3.60 |
| 9 | 6.81 |
| 10 | 4.40 |